Entry 1:
C5H4N2O2 | wB97M-V/def2-TZVPD

Cartesian coordinates (Å):
C -0.69527 0.48829 0.03021
C -0.07606 0.18000 1.14553
C 1.16197 -0.48334 0.75814
C -1.83545 1.25967 -0.24412
C -2.79446 1.69885 -0.83543
H 1.41430 -2.16384 -1.39076
H 0.13520 1.19348 2.20422
H 1.85758 -1.10930 2.17644
H -3.96836 1.66638 -1.79623
N 1.12245 -0.25344 -0.71681
N 2.16283 -1.26073 1.22463
O 1.69136 -1.17845 -1.51723
O -0.17610 -0.03755 -1.03859

Cartesian forces (eV/Å) of the 2 atoms listed first:
C -1.9814 1.1128 0.3468
C 3.3744 3.8749 6.0209

Values from the calculation:
Total charge: 0
Energy above the lowest of the compared OMol25 structures with the same formula, charge and spin (kJ/mol): 1062.93
Highest occupied orbital energy (eV): -8.944
Gap between HOMO and LUMO (Eh): 0.3036
LUMO energy (eV): -0.68
Strongest force on any atom (eV Å⁻¹): 7.9

Atom charges from the natural (NBO) analysis, given in e for atoms 1 to 8:
1 C 0.25
2 C -0.33
3 C 0.30
4 C -0.16
5 C -0.11
6 H 0.46
7 H 0.25
8 H 0.33



Entry 2:
C5H4N2O5 | wB97M-V/def2-TZVPD

Cartesian coordinates (Å):
C 1.56408 0.78379 0.89506
C 3.65145 0.26099 -0.49757
C 1.01231 -2.41987 0.32984
C 0.16505 0.52430 0.42672
C 0.35186 -0.36286 -0.79759
N 2.43980 -0.10692 0.37028
N 1.36915 -1.26791 -0.51882
O 3.31555 0.37814 -1.66237
O 1.70021 -2.68754 1.28079
O 1.84978 1.74645 1.59425
O 4.68015 0.45001 0.12140
O 0.11700 -3.08361 -0.23165
H -0.37199 -0.20932 1.12641
H -0.57775 1.37412 0.08256
H -0.60391 -0.97392 -0.96829
H 0.71768 0.20193 -1.57699

Cartesian forces (eV/Å) of the 2 atoms listed first:
C 0.7325 0.5546 -0.5775
C -1.1575 0.4261 0.6664

Values from the calculation:
Total charge: -2
Energy above the lowest of the compared OMol25 structures with the same formula, charge and spin (kJ/mol): 15.21
Highest occupied orbital energy (eV): -1.163
Gap between HOMO and LUMO (Eh): 0.2824
LUMO energy (eV): 6.52
Strongest force on any atom (eV Å⁻¹): 4.6

Atom charges from the natural (NBO) analysis, given in e for atoms 1 to 8:
1 C 0.63
2 C 0.89
3 C 0.83
4 C -0.51
5 C -0.25
6 N -0.38
7 N -0.29
8 O -0.76



Entry 3:
C5H4N2S | wB97M-V/def2-TZVPD

Cartesian coordinates (Å):
N -2.04679 -0.55460 1.37609
C -1.55615 0.09748 0.57552
C -1.08443 1.11009 -0.31052
C -0.14611 0.70500 -1.26284
N 0.50077 -0.39956 -1.29163
C 0.87610 -1.14987 -0.26782
C 1.19289 -0.59478 1.00123
S 1.01096 1.00186 1.27275
H -1.61560 2.06530 -0.35744
H 0.16118 1.36420 -2.08156
H 1.16662 -2.26219 -0.37666
H 1.54055 -1.38293 1.72287

Cartesian forces (eV/Å) of the 2 atoms listed first:
N -0.4017 -0.9980 0.6858
C -0.6306 1.6823 -0.5070

Values from the calculation:
Total charge: 0
Energy above the lowest of the compared OMol25 structures with the same formula, charge and spin (kJ/mol): 341.04
Highest occupied orbital energy (spin up / spin down) (eV): -8.257 / -8.390
SMILES: N#C/C=C\N=C/C=S
Gap between HOMO and LUMO (spin up / spin down) (Eh): 0.2243 / 0.2369
LUMO energy (spin up / spin down) (eV): -2.15 / -1.95
Strongest force on any atom (eV Å⁻¹): 3.2

Atom charges from the natural (NBO) analysis, given in e for atoms 1 to 8:
1 N -0.29
2 C 0.22
3 C -0.31
4 C 0.07
5 N -0.39
6 C 0.03
7 C -0.44
8 S 0.19



Entry 4:
C5H4N2S | wB97M-V/def2-TZVPD

Cartesian coordinates (Å):
C -1.02769 -1.17686 -0.14332
C -1.23767 -2.06293 0.85010
C -0.06682 -0.17209 0.22782
C 0.35329 -0.41327 1.53551
C 1.36926 1.58359 0.28723
N 0.42034 0.83902 -0.45663
N 1.69302 1.26990 1.57304
S -0.29588 -1.74891 2.30110
H -1.51950 -1.20387 -1.09800
H -1.89984 -2.90777 0.84361
H 2.28442 1.56584 -0.33836
H 1.04330 2.63714 0.20868

Cartesian forces (eV/Å) of the 2 atoms listed first:
C -0.0394 -0.0557 0.0708
C 0.0171 -0.0826 0.1168

Values from the calculation:
Total charge: 0
Energy above the lowest of the compared OMol25 structures with the same formula, charge and spin (kJ/mol): 183.66
⟨S²⟩: 2.109
Highest occupied orbital energy (spin up / spin down) (eV): -7.725 / -9.749
Gap between HOMO and LUMO (spin up / spin down) (Eh): 0.2540 / 0.3024
Multiplicity: 3
LUMO energy (spin up / spin down) (eV): -0.81 / -1.52
Strongest force on any atom (eV Å⁻¹): 4.2

Atom charges from the natural (NBO) analysis, given in e for atoms 1 to 8:
1 C -0.22
2 C -0.37
3 C -0.03
4 C -0.12
5 C -0.26
6 N -0.31
7 N -0.08
8 S 0.47



What is the total charge in the fourth record? 0



Which value of total charge does entry 2 give? -2